Here is C13H27I2O10S as an isolated structure from the Open Molecules 2025 dataset. Energies are from the ωB97M-V functional and the def2-TZVPD basis.

The geometry in XYZ format:
```
53
Properties=species:S:1:pos:R:3:forces:R:3
I 0.300001 -0.820845 -1.557091 -0.113 1.253 0.120
I 3.615946 2.319967 -0.521159 -0.886 -0.381 -0.911
S -0.655748 2.226414 -2.295571 4.584 0.982 -2.070
O -5.527065 0.856937 0.619249 1.058 0.144 -1.241
O -5.274969 -0.055253 -1.474304 0.828 1.252 1.238
O 8.663160 -0.315353 2.563416 -0.842 0.963 -0.182
O -0.783856 1.698393 -3.949558 -1.158 0.387 3.015
O -5.478086 -4.570645 1.582716 1.676 -0.200 0.598
O -3.295957 -3.945625 1.937900 -0.565 -0.551 0.077
O 6.932614 0.959855 3.014960 0.632 -0.201 -0.574
O 8.189433 1.433651 1.150950 -0.448 -0.920 1.393
O -3.953953 -5.915084 2.654215 -0.086 1.176 -0.578
O -3.845084 1.528994 -0.623374 -0.363 -0.426 -0.174
C 2.241795 1.540679 -2.098901 0.480 -0.840 -1.272
C -4.356833 -4.788265 2.014345 -0.586 -0.258 -0.044
C -6.681771 0.040371 0.803763 -0.680 -0.457 0.158
C -4.918653 0.700016 -0.583529 -1.104 -0.755 0.113
C -3.574692 -2.709125 1.284024 -0.093 0.296 -0.198
C -0.374930 4.115940 -2.391253 0.562 1.311 -1.676
C -4.974562 -6.899413 2.807921 -0.436 -0.469 0.092
C 9.776138 -0.644612 1.734533 0.507 -0.171 -0.318
C 0.767511 1.359527 -1.461376 1.953 -0.222 0.196
C 2.385590 2.459074 -3.435229 1.408 0.692 0.064
C -3.103304 1.470336 -1.840132 -1.858 0.358 0.400
C 6.094130 2.068392 2.695176 -0.162 0.346 0.068
C 7.952552 0.761192 2.142191 0.355 0.060 -0.376
H -1.716195 1.279864 -3.956425 1.756 0.643 -0.141
H 0.779100 1.640790 -0.309209 -0.579 -0.265 -2.513
H -5.333837 -7.238847 1.831087 -0.041 0.192 0.189
H -6.416270 -1.020561 0.754465 -0.081 0.196 -0.158
H -2.694643 0.466585 -1.995072 0.035 -0.052 -0.044
H -7.449107 0.283659 0.061768 0.234 -0.151 0.048
H -2.656964 -2.114499 1.280086 -0.025 -0.325 0.180
H 10.271141 -1.519450 2.165173 -0.324 0.201 0.130
H 3.524642 2.371024 -3.783951 -2.547 0.135 0.838
H 6.666509 3.001545 2.707762 -0.078 -0.190 -0.179
H 5.613126 1.920820 1.722882 0.236 0.056 0.065
H 2.252228 3.614887 -3.172195 0.101 -2.620 -0.688
H -5.800282 -6.508320 3.411065 0.093 -0.016 -0.257
H 0.605662 4.455520 -1.850635 -1.987 -0.951 -0.846
H -4.541751 -7.756060 3.331760 0.174 0.346 -0.107
H -0.266031 4.370731 -3.551256 -0.111 -0.739 2.498
H 2.669893 0.463452 -2.344003 -0.942 2.436 0.588
H 1.750496 2.128572 -4.360472 0.905 0.532 1.994
H 10.495687 0.180106 1.708703 -0.226 -0.097 -0.123
H 9.442317 -0.900758 0.723852 0.073 0.211 0.149
H -4.344473 -2.150544 1.826244 0.026 -0.154 -0.177
H -3.727607 1.770763 -2.687815 -0.174 -0.286 -0.045
H -7.086873 0.247601 1.798009 0.327 0.161 -0.189
H 5.313905 2.133245 3.458471 0.282 -0.259 -0.019
H -3.877898 -2.881037 0.246220 -0.142 0.025 0.209
H -2.268987 2.172871 -1.761527 -3.412 -0.679 1.050
H -1.323190 4.712520 -2.028867 1.763 -1.720 -0.368
```
Forces are in eV/Å.

The calculation puts the LUMO energy at -4.87 eV. Its highest occupied orbital energy is -12.63 eV. For the molar mass, the calculation gives 629.2 Da. The charge is +1. For the energy above the lowest of the compared OMol25 structures with the same formula, charge and spin, the calculation gives 92.2 kcal/mol. The value obtained for the orbital gap is 7.753 eV.

=====

Here is C13H27KO10 as an isolated structure from the Open Molecules 2025 dataset. Energies are from the ωB97M-V functional and the def2-TZVPD basis.

The geometry in XYZ format:
```
51
Properties=species:S:1:pos:R:3:forces:R:3
K -4.945650 -1.423750 4.967420 -0.657 -0.136 0.359
O -5.637830 1.153960 3.609210 -2.866 1.412 0.041
O -7.822210 1.295980 2.892950 -0.805 0.483 -0.217
O -2.468990 -0.305230 3.955140 0.245 0.087 -2.018
O -7.131940 -2.959520 6.024560 -0.400 0.680 0.305
O -3.237510 -0.327240 9.093950 0.900 -0.075 -0.140
O -1.961870 1.016830 2.121930 0.667 -3.020 0.371
O -1.523530 -1.210470 2.037750 -1.133 3.010 -0.287
O -7.006060 3.027440 3.785190 0.208 -0.668 0.078
O -4.254480 0.025260 7.110620 0.371 0.582 -0.267
O -2.856050 1.527970 8.023630 -0.471 0.664 -1.248
C -2.478980 2.232050 2.633130 -1.294 0.745 1.058
C -8.481620 -2.802310 5.652390 2.364 0.192 -1.076
C -6.134170 3.508200 6.005430 -0.727 -0.337 -0.147
C -2.072650 -0.171450 2.802820 0.838 -0.370 0.756
C -1.856060 3.362950 1.853200 0.071 -1.098 -0.191
C -3.663550 -1.707640 9.238530 -1.361 1.033 -0.477
C -2.636620 2.823330 10.083820 -0.310 -1.366 0.365
C -6.058780 3.815800 4.506860 0.612 -0.036 0.934
C -1.419950 -2.528460 2.513570 0.431 -0.504 0.920
C -1.936520 1.972330 9.023410 0.135 1.619 -0.221
C -7.881060 -0.014430 2.352850 0.427 -0.761 0.116
C -3.503960 0.396610 7.976050 -0.059 -1.946 1.816
C -6.736620 1.752770 3.484060 2.336 -0.815 -0.540
H -8.979150 -1.853150 5.851570 -0.238 0.478 1.226
H -0.719490 -3.070490 1.878240 0.060 0.421 -0.180
H -2.337280 -3.116280 2.480620 -0.322 0.424 0.154
H -1.909260 3.385060 10.669910 -0.024 0.006 -0.101
H -2.444740 2.369410 3.713900 0.628 -0.591 0.148
H -1.378380 2.717920 8.457140 0.513 -0.406 -0.157
H -0.781030 3.472750 1.995830 -0.074 -0.010 0.218
H -3.380760 3.486620 9.642900 0.262 0.065 -0.155
H -9.144770 -3.633890 5.890720 -0.209 -0.197 0.192
H -1.266380 1.189230 9.378030 -0.371 -0.024 0.088
H -5.036880 3.630490 4.175980 -0.096 -0.007 -0.412
H -7.185010 3.559970 6.290320 -0.037 0.139 0.191
H -7.860620 -0.695280 3.203800 0.444 -0.428 -0.327
H -5.565630 4.164040 6.664780 0.085 0.203 -0.368
H -3.549560 2.230740 2.428280 -0.132 -0.043 -0.106
H -4.084620 -2.058370 8.296310 0.268 -0.146 -0.010
H -7.115370 -0.139210 1.587180 0.444 -0.245 0.472
H -3.171070 2.142950 10.746800 -0.097 0.175 0.275
H -6.364390 4.836660 4.277610 0.177 -0.057 0.080
H -2.016300 2.946000 0.858930 0.110 1.098 -0.576
H -4.513150 -1.613090 9.914810 0.184 -0.607 0.243
H -2.378330 4.292380 2.080100 0.029 -0.063 -0.374
H -8.801310 -0.234370 1.811680 -0.348 0.883 0.387
H -8.427690 -2.672520 4.571490 -0.737 -0.609 -1.103
H -5.820270 2.486080 6.217190 0.174 -0.042 -0.169
H -2.867200 -2.347350 9.618930 0.022 0.424 -0.068
H -0.991010 -2.506890 3.515390 -0.241 -0.212 0.142
```
Forces are in eV/Å.

The calculation puts the LUMO energy at 0.10 eV. Its highest occupied orbital energy is -5.39 eV. For the molar mass, the calculation gives 382.4 Da. The charge is 0. For the energy above the lowest of the compared OMol25 structures with the same formula, charge and spin, the calculation gives 44.5 kcal/mol. The value obtained for the orbital gap is 5.493 eV.

=====

Here is C13H27N2O8PS2 as an isolated structure from the Open Molecules 2025 dataset. Energies are from the ωB97M-V functional and the def2-TZVPD basis.

The geometry in XYZ format:
```
53
Properties=species:S:1:pos:R:3:forces:R:3
S 1.013810 3.306166 -1.385094 -0.009 0.100 -0.824
S -0.312425 3.237368 1.031618 0.126 -0.397 0.227
P -2.341007 2.732632 0.496703 -1.180 0.052 1.052
O -0.313603 4.666988 1.162370 0.000 0.547 -0.655
O 4.306258 3.960404 -2.094626 -0.066 -0.475 0.464
O -2.292974 1.222234 -0.213102 0.242 0.485 -0.294
O 1.361041 4.692671 -1.336290 0.257 0.461 0.548
O -0.127206 2.541089 2.274554 0.057 -0.866 0.363
O 0.039808 3.000795 -2.413864 -0.440 -0.763 -0.164
O 6.386508 2.393685 -0.301334 -1.285 0.504 0.267
O 4.177432 2.845942 -0.151571 -0.201 -0.298 -0.229
N 0.696824 2.565532 -0.018889 0.124 0.550 -0.033
N -1.808962 -3.432387 0.494610 -0.232 -0.482 0.085
C -2.311966 -4.199446 2.757304 -0.042 -0.039 0.034
C -2.835124 -2.827833 -0.399326 0.087 0.131 0.009
C -2.004855 -4.941417 0.540384 0.155 -0.018 0.165
C 2.523328 2.437031 -1.869874 -0.252 -0.524 1.049
C 5.822916 4.500073 0.618293 -0.464 -0.012 -0.097
C -1.664451 -5.326978 1.964574 -0.011 -0.017 0.043
C -2.753355 3.857744 -0.881675 0.246 -0.696 -0.077
C -1.998957 -2.953541 1.936440 -0.048 -0.022 0.101
C -0.154484 -1.657563 -0.209075 0.235 0.183 -0.280
C 5.522517 3.173242 0.018526 1.805 -0.613 -0.056
C -0.406782 -3.141217 0.021098 0.070 0.313 0.076
C 3.729424 3.162316 -1.395786 0.652 0.962 -0.983
C -0.246786 -1.226651 -1.671944 -0.080 0.150 -0.053
H -2.052558 -6.307653 2.229502 -0.001 -0.030 -0.058
H -1.378901 -5.407462 -0.214528 -0.034 0.049 -0.092
H 0.857818 -1.435378 0.128160 -0.028 0.029 0.138
H -2.751919 -1.745650 -0.362141 0.021 0.050 -0.080
H 0.254275 -3.529347 0.793998 -0.056 -0.118 0.016
H -3.816465 -3.126487 -0.041220 -0.023 -0.017 0.009
H -3.804422 3.733758 -1.099958 -0.412 -0.111 0.046
H -2.673065 -3.194842 -1.409395 -0.035 0.012 -0.040
H 6.727129 4.447329 1.194431 0.354 -0.118 0.287
H -1.075593 -2.480682 2.256761 0.002 0.082 -0.064
H -2.609040 4.869949 -0.536651 0.294 0.332 0.003
H -2.801332 -2.223087 1.959202 0.076 0.123 -0.048
H 2.574480 2.345832 -2.936571 -0.148 0.296 -0.515
H -1.933298 1.353986 -1.098639 0.314 -0.259 -0.302
H -0.583800 -5.341435 2.114057 0.007 -0.017 0.011
H 5.998096 5.172232 -0.209777 -0.032 0.259 -0.321
H -3.391023 -4.348964 2.817702 -0.002 -0.043 -0.004
H -0.242739 -3.720867 -0.886205 -0.084 0.022 -0.069
H -1.933272 -4.126279 3.773782 0.014 0.099 0.000
H -2.195030 3.633626 -1.784734 0.318 0.270 -0.141
H -0.011072 -0.165525 -1.758063 -0.001 0.020 0.028
H 0.464067 -1.769007 -2.297255 0.033 -0.063 0.055
H 5.000387 4.886545 1.195938 -0.286 0.110 0.219
H -3.050475 -5.146158 0.322107 -0.027 0.015 -0.009
H -0.819030 -1.043781 0.403700 0.082 0.058 0.038
H -1.238733 -1.372434 -2.102319 -0.018 -0.006 0.028
H 2.478587 1.452903 -1.425910 -0.075 -0.261 0.126
```
Forces are in eV/Å.

The calculation puts the LUMO energy at -0.65 eV. Its highest occupied orbital energy is -7.59 eV. For the molar mass, the calculation gives 434.5 Da. The charge is 0. For the energy above the lowest of the compared OMol25 structures with the same formula, charge and spin, the calculation gives 12.2 kcal/mol. The value obtained for the orbital gap is 6.940 eV.

=====

Here is a 3-piece molecular cluster, C13H27O5 overall from the Open Molecules 2025 dataset. Energies are from the ωB97M-V functional and the def2-TZVPD basis.

The geometry in XYZ format:
```
45
Properties=species:S:1:pos:R:3:forces:R:3
O -0.306133 -2.280043 4.476771 0.029 0.020 -0.022
O 3.600174 -1.954781 -0.217592 -0.168 0.040 -0.049
O -3.047386 1.355814 -1.263794 -0.209 -0.008 0.108
O -0.683886 -1.445051 2.481524 -0.194 -0.013 0.191
O 3.713589 0.051176 -1.111340 0.019 -0.086 0.061
C 5.082810 -3.475168 0.980436 0.070 0.106 0.013
C 4.236319 -1.013196 -0.949795 0.139 0.139 0.029
C -1.828513 2.067850 -0.826788 0.525 0.073 -0.236
C -4.224193 2.966792 -2.688457 0.231 0.031 0.143
C -6.056538 1.969532 -1.207609 0.283 0.116 0.326
C -0.119327 -1.383869 3.687509 0.080 -0.068 -0.114
C -3.376124 1.679928 -2.574254 0.144 0.207 0.274
C 0.618903 -0.370018 0.710894 0.156 -0.036 0.129
C 4.052574 -3.303121 -0.117147 0.053 -0.107 0.077
C 0.799628 -0.229361 4.018913 -0.218 0.247 0.182
C 5.625253 -1.302735 -1.476712 -0.066 -0.208 -0.297
C -5.134528 3.163343 -1.485802 -0.046 -0.229 0.028
C -0.645287 -0.344991 1.537081 0.130 0.113 -0.397
H 1.818183 -0.508855 3.753952 0.015 0.008 -0.046
H 4.412096 -3.664367 -1.082168 0.036 0.024 0.006
H 5.807035 -2.349940 -1.709117 0.046 0.006 0.124
H -6.162034 1.321319 -2.073810 -0.235 0.032 -0.199
H -1.509917 -0.484454 0.892799 -0.037 -0.058 0.063
H 3.159684 -3.878992 0.121720 -0.047 0.063 -0.005
H 4.678996 -3.124207 1.929934 -0.042 -0.041 -0.002
H 0.593701 0.423634 -0.037074 -0.157 0.001 -0.005
H 0.715624 -1.329562 0.201393 -0.032 0.010 -0.043
H -1.768781 1.931963 0.263973 -0.246 -0.125 0.098
H -5.597372 1.362846 -0.433474 0.038 -0.213 0.048
H 1.509169 -0.241746 1.330671 0.011 0.044 -0.008
H 5.357677 -4.525637 1.084047 -0.018 -0.007 -0.001
H 6.354639 -0.967368 -0.740468 0.008 -0.014 0.027
H 5.987689 -2.901982 0.775966 0.018 -0.041 -0.043
H 5.763238 -0.730780 -2.390390 -0.014 0.126 0.080
H -0.791104 0.605827 2.046957 0.002 -0.036 0.053
H -3.553249 3.823540 -2.742211 0.083 0.131 -0.058
H -2.438101 1.841863 -3.123299 0.008 -0.180 -0.259
H -5.708273 4.084642 -1.585980 -0.096 0.116 -0.143
H -2.000938 3.152629 -0.963635 -0.177 0.108 0.053
H 0.543826 0.698206 3.514904 0.091 -0.048 -0.117
H -7.032373 2.280009 -0.837153 -0.181 -0.002 -0.133
H -3.926573 0.840997 -3.012341 -0.044 -0.120 0.000
H -4.478929 3.290297 -0.628159 0.057 0.088 0.157
H -4.792202 2.952227 -3.622346 -0.101 -0.066 -0.106
H 0.750954 -0.054210 5.091473 0.059 -0.144 0.013
```
Forces are in eV/Å.

The calculation puts the LUMO energy at 2.31 eV. Its highest occupied orbital energy is -1.14 eV. For the molar mass, the calculation gives 263.4 Da. The charge is -1. For the energy above the lowest of the compared OMol25 structures with the same formula, charge and spin, the calculation gives 0.0 kcal/mol. The value obtained for the orbital gap is 3.447 eV.